81
Properties=species:S:1:pos:R:3:lowdin_charge:R:1 method="wB97M-V/def2-TZVPD" homo_energy_ev=-16.59 charge=+3 molar_mass_g_mol=806.028 relative_energy_kj_mol=120.6
Pd 0.15 -0.14 0.31 0.660
Cl 2.53 1.19 1.11 0.758
C 1.72 2.70 1.40 -0.630
C 2.33 3.60 2.26 -0.061
C 1.72 4.83 2.50 -0.005
C 0.53 5.15 1.87 -0.019
C -0.08 4.25 1.02 -0.047
C 0.52 3.01 0.77 -0.381
P -0.26 1.96 -0.46 1.072
C 0.53 2.16 -2.04 -0.340
C 0.00 1.56 -3.19 -0.132
C 0.54 1.85 -4.43 -0.039
C 1.62 2.73 -4.52 -0.018
C 2.17 3.29 -3.38 -0.024
C 1.63 3.02 -2.14 -0.049
C -2.00 2.28 -0.48 -0.369
C -2.65 2.39 0.76 -0.127
C -4.01 2.63 0.81 -0.032
C -4.73 2.77 -0.37 -0.006
C -4.09 2.69 -1.60 -0.023
C -2.73 2.45 -1.67 -0.050
H 3.26 3.34 2.74 0.126
H 2.19 5.53 3.17 0.134
H 0.06 6.12 2.05 0.131
H -1.01 4.52 0.53 0.122
H -0.85 0.89 -3.13 0.052
H 0.12 1.41 -5.32 0.129
H 2.03 2.97 -5.50 0.131
H 3.01 3.97 -3.46 0.129
H 2.04 3.49 -1.26 0.112
H -2.08 2.30 1.68 0.084
H -4.51 2.73 1.76 0.127
H -5.79 2.97 -0.33 0.131
H -4.65 2.84 -2.52 0.129
H -2.24 2.44 -2.63 0.101
C 3.13 -0.70 -3.59 -0.038
C 2.56 -2.08 -3.35 -0.146
N 2.68 -2.51 -1.94 -0.016
C 3.77 -3.49 -1.66 -0.154
C 5.15 -2.88 -1.74 -0.040
C 1.91 -2.04 -1.00 -0.375
C 2.14 -2.43 0.43 -0.031
N 0.89 -1.18 -1.27 -0.130
H 3.00 -0.43 -4.64 0.098
H 4.20 -0.67 -3.37 0.082
H 2.64 0.07 -2.98 0.059
H 3.09 -2.82 -3.94 0.138
H 1.51 -2.16 -3.65 0.116
H 3.65 -4.28 -2.40 0.140
H 3.60 -3.94 -0.69 0.111
H 5.39 -2.53 -2.75 0.080
H 5.89 -3.64 -1.48 0.100
H 5.27 -2.05 -1.04 0.087
H 2.03 -3.51 0.57 0.097
H 1.43 -1.96 1.11 0.035
H 3.15 -2.14 0.73 0.114
H 0.86 -0.83 -2.22 0.013
C -1.06 -6.05 3.92 -0.019
C -1.20 -4.59 3.63 -0.239
C -2.43 -4.05 3.27 -0.012
C -2.58 -2.69 3.04 -0.092
C -1.47 -1.86 3.19 -0.454
C -0.22 -2.37 3.55 -0.085
C -0.10 -3.73 3.76 -0.017
S -1.71 -0.14 2.95 0.980
C -1.39 0.52 4.57 -0.182
O -0.45 0.38 2.19 -0.670
H -1.84 -6.64 3.44 0.091
H -1.14 -6.23 5.00 0.107
H -0.09 -6.43 3.61 0.090
H -3.29 -4.70 3.17 0.134
H -3.54 -2.28 2.76 0.113
H 0.63 -1.72 3.69 0.117
H 0.86 -4.15 4.06 0.130
H -0.39 0.21 4.89 0.075
H -2.15 0.12 5.24 0.087
H -1.47 1.60 4.52 0.070
Cl -1.55 -1.69 -2.91 0.449
Si -1.27 -1.68 -0.91 -0.688
Cl -3.02 -1.02 -0.13 0.414
Cl -0.86 -3.48 -0.12 0.492

=====

87
Properties=species:S:1:pos:R:3:lowdin_charge:R:1 method="wB97M-V/def2-TZVPD" homo_energy_ev=-10.79 charge=+2 molar_mass_g_mol=1098.597 relative_energy_kj_mol=1087.4
N -0.27 0.88 -0.74 0.156
C -0.78 2.14 -1.48 -0.173
N -2.14 2.14 -1.74 0.169
C -3.09 1.01 -1.29 -0.473
O -2.96 -0.21 -1.84 -0.457
N -4.18 1.23 -0.27 0.140
C -4.87 2.56 -0.42 -0.192
O -6.23 2.55 -0.50 0.058
F -4.23 3.90 -0.44 -0.017
N 0.17 3.25 -1.87 -0.213
F -0.45 4.29 -2.47 -0.211
P 0.88 3.97 -0.36 0.431
S -0.52 5.00 0.59 0.230
H 0.64 1.07 -0.26 0.067
H -0.09 0.11 -1.43 0.131
H -2.62 2.95 -2.23 0.045
H -3.88 1.03 0.71 0.159
H 1.93 4.91 -0.66 0.009
H 1.38 2.96 0.54 0.018
O 1.84 -1.15 1.71 -0.261
P 1.68 -2.67 1.90 0.794
O 0.60 -2.53 3.15 -0.315
C -0.76 -2.28 2.79 -0.279
C -1.39 -3.48 2.13 -0.096
O 3.09 -2.80 2.78 -0.265
C 4.10 -1.81 2.72 -0.295
C 3.90 -0.76 3.80 -0.061
O 1.49 -4.38 2.11 -0.250
C 2.22 -5.16 3.07 -0.272
C 1.91 -4.82 4.52 -0.063
H -0.81 -1.40 2.14 0.107
H -1.30 -2.04 3.71 0.107
H -0.93 -3.69 1.16 0.028
H -2.46 -3.31 1.96 0.023
H -1.27 -4.38 2.74 0.095
H 4.16 -1.36 1.72 0.048
H 5.06 -2.31 2.89 0.125
H 2.89 -0.35 3.79 0.064
H 4.62 0.06 3.69 0.082
H 4.04 -1.21 4.80 0.071
H 3.29 -5.11 2.85 0.117
H 1.93 -6.20 2.89 0.127
H 2.20 -3.80 4.78 0.056
H 2.46 -5.50 5.18 0.091
H 0.84 -4.91 4.72 0.084
Br -4.03 0.10 -3.49 0.676
C -2.61 5.64 -5.12 -0.919
Cl -2.84 4.18 -4.16 0.605
Cl -1.30 6.64 -4.46 0.603
H -2.36 5.36 -6.14 0.050
H -3.54 6.23 -5.12 0.055
Na 1.07 5.29 -3.55 0.618
N 1.57 -0.92 6.44 0.031
C 1.02 -0.25 7.51 -0.106
C -0.32 -0.09 7.26 -0.091
C -0.59 -0.68 6.00 -0.090
C 0.59 -1.18 5.52 -0.106
H 2.55 -1.17 6.35 0.131
H 1.63 0.05 8.35 0.116
H -1.03 0.41 7.91 0.100
H -1.55 -0.73 5.50 0.088
H 0.82 -1.71 4.60 0.070
B 5.27 7.28 -5.19 -1.031
F 6.14 8.02 -4.29 0.062
F 5.37 7.84 -6.52 -0.079
F 5.67 5.88 -5.21 0.050
F 3.90 7.38 -4.72 0.035
Mg 6.17 8.64 -8.48 1.210
C -4.98 -3.22 -5.55 -0.109
C -4.48 -2.49 -6.78 -0.335
O -5.56 -2.27 -7.68 -0.082
H -5.44 -4.18 -5.82 0.083
H -4.17 -3.40 -4.84 0.064
H -5.76 -2.63 -5.04 0.064
H -3.72 -3.09 -7.29 0.117
H -4.04 -1.53 -6.52 0.083
H -6.22 -1.73 -7.22 0.089
C 6.17 0.82 -0.52 -2.005
Cl 7.02 1.58 0.84 0.533
Cl 4.55 1.54 -0.68 0.450
Cl 7.09 1.08 -2.02 0.534
Cl 6.01 -0.93 -0.21 0.553
C -4.10 -4.01 -0.73 -1.503
Cl -2.48 -3.39 -1.07 0.538
Cl -4.04 -5.76 -0.43 0.551
Cl -4.81 -3.17 0.65 0.542
H -4.73 -3.83 -1.61 0.017